Molecular formula: C43H77Cl45IN3O8P
Method: DFT, ωB97M-V/def2-TZVPD

Last columns: bonded neighbours and bond lengths (Å).
Geometry (Å):
1 N -2.18 -2.25 4.66  C2 1.484, H36 1.028, H37 1.023
2 C -1.56 -3.17 3.67  N1 1.484, C3 1.599, H38 1.120, H39 1.132
3 C -1.39 -2.55 2.20  C2 1.599, C4 1.621, O8 1.435, C27 1.587
4 C -0.47 -3.70 1.52  C3 1.621, C5 1.576, H40 1.114, H41 1.135
5 C 0.51 -3.18 0.40  C4 1.576, C6 1.610, H42 1.124, H43 1.116
6 C 1.34 -4.48 -0.08  C5 1.610, I7 2.163, H44 1.122, H45 1.128
7 I 3.47 -4.11 -0.24  C6 2.163
8 O -0.40 -1.53 2.39  C3 1.435, C9 1.415
9 C -0.88 -0.20 2.48  O8 1.415, C10 1.602, H46 1.127, H47 1.120
10 C -1.77 0.03 1.16  C9 1.602, C11 1.568, N17 1.512, H48 1.135
11 C -0.84 -0.17 -0.09  C10 1.568, C12 1.465, C16 1.495
12 C -1.18 -0.52 -1.47  C11 1.465, C13 1.473, H49 1.118
13 C -0.25 -0.65 -2.60  C12 1.473, C14 1.478, H50 1.115
14 C 1.20 -0.40 -2.40  C13 1.478, C15 1.467, H51 1.107
15 C 1.58 -0.03 -1.03  C14 1.467, C16 1.473, H52 1.125
16 C 0.62 0.11 0.08  C11 1.495, C15 1.473, H53 1.108
17 N -3.08 -0.72 1.26  C10 1.512, C18 1.490, C22 1.538, C27 1.535
18 C -4.04 -0.38 0.17  N17 1.490, O19 1.467, H54 1.133, H55 1.115
19 O -3.76 0.89 -0.51  C18 1.467, N20 1.434
20 N -4.82 0.99 -1.46  O19 1.434, O21 1.166
21 O -4.36 0.88 -2.53  N20 1.166
22 C -3.85 -0.23 2.50  N17 1.538, P23 1.846, H56 1.127, H57 1.127
23 P -4.10 1.57 2.80  C22 1.846, O24 1.504, O25 1.678, O26 1.658
24 O -4.88 1.60 4.08  P23 1.504
25 O -2.70 2.41 3.20  P23 1.678, H58 0.976
26 O -5.07 2.38 1.73  P23 1.658, H59 0.985
27 C -2.75 -2.20 1.46  C3 1.587, N17 1.535, Cl28 1.863, C29 1.612
28 Cl -2.70 -3.12 -0.16  C27 1.863
29 C -3.98 -3.00 2.13  C27 1.612, C30 1.567, H60 1.137, H61 1.116
30 C -4.05 -4.55 1.90  C29 1.567, C31 1.606, H62 1.137, H63 1.116
31 C -5.21 -5.01 0.88  C30 1.606, C32 1.578, H64 1.130, H65 1.125
32 C -6.38 -5.79 1.60  C31 1.578, O33 1.453, H66 1.129, H67 1.124
33 O -7.60 -5.01 1.71  C32 1.453, C34 1.402
34 C -7.64 -4.33 2.94  O33 1.402, O35 1.197, H68 1.133
35 O -7.96 -4.89 3.94  C34 1.197
36 H -2.65 -2.79 5.39  N1 1.028
37 H -1.42 -1.71 5.09  N1 1.023
38 H -2.12 -4.14 3.68  C2 1.120
39 H -0.56 -3.41 4.12  C2 1.132
40 H -1.01 -4.65 1.30  C4 1.114
41 H 0.27 -4.02 2.32  C4 1.135
42 H 1.30 -2.48 0.80  C5 1.124
43 H 0.02 -2.79 -0.52  C5 1.116
44 H 1.17 -5.33 0.62  C6 1.122
45 H 0.96 -4.81 -1.09  C6 1.128
46 H -0.07 0.58 2.55  C9 1.127
47 H -1.44 -0.08 3.44  C9 1.120
48 H -1.88 1.16 1.16  C10 1.135
49 H -2.25 -0.71 -1.73  C12 1.118
50 H -0.61 -0.91 -3.63  C13 1.115
51 H 1.98 -0.45 -3.17  C14 1.107
52 H 2.67 0.16 -0.85  C15 1.125
53 H 1.10 0.42 1.02  C16 1.108
54 H -5.11 -0.20 0.50  C18 1.133
55 H -4.16 -1.08 -0.69  C18 1.115
56 H -3.41 -0.63 3.46  C22 1.127
57 H -4.90 -0.62 2.54  C22 1.127
58 H -2.94 3.25 3.63  O25 0.976
59 H -4.46 2.94 1.19  O26 0.985
60 H -4.89 -2.57 1.61  C29 1.137
61 H -4.12 -2.78 3.22  C29 1.116
62 H -4.41 -4.99 2.88  C30 1.137
63 H -3.09 -5.09 1.71  C30 1.116
64 H -5.68 -4.12 0.38  C31 1.130
65 H -4.80 -5.69 0.08  C31 1.125
66 H -6.64 -6.71 0.99  C32 1.129
67 H -6.13 -6.17 2.62  C32 1.124
68 H -7.42 -3.22 2.93  C34 1.133
69 C 3.45 2.39 2.77  Cl70 1.772, Cl71 1.766, H72 1.087, H73 1.087
70 Cl 2.46 0.96 3.06  C69 1.772
71 Cl 4.77 2.05 1.64  C69 1.766
72 H 2.82 3.18 2.35  C69 1.087
73 H 3.88 2.72 3.71  C69 1.087
74 C 6.56 0.21 -1.35  Cl75 1.770, Cl76 1.765, H77 1.086, H78 1.087
75 Cl 6.92 1.74 -0.53  C74 1.770
76 Cl 4.84 -0.16 -1.32  C74 1.765
77 H 6.88 0.28 -2.38  C74 1.086
78 H 7.11 -0.59 -0.85  C74 1.087
79 C 2.20 -0.27 -6.59  Cl80 1.769, Cl81 1.768, H82 1.083, H83 1.087
80 Cl 1.09 -0.36 -5.22  C79 1.769
81 Cl 3.26 -1.68 -6.65  C79 1.768
82 H 1.63 -0.22 -7.51  C79 1.083
83 H 2.81 0.62 -6.49  C79 1.087
84 C 2.21 2.09 -10.04  Cl85 1.767, Cl86 1.768, H87 1.087, H88 1.087
85 Cl 1.12 1.97 -8.65  C84 1.767
86 Cl 3.27 0.68 -10.13  C84 1.768
87 H 1.61 2.15 -10.95  C84 1.087
88 H 2.81 2.99 -9.94  C84 1.087
89 C -2.43 1.66 -5.09  Cl90 1.763, Cl91 1.778, H92 1.087, H93 1.087
90 Cl -1.30 1.46 -6.42  C89 1.763
91 Cl -1.67 1.29 -3.52  C89 1.778
92 H -2.79 2.69 -5.07  C89 1.087
93 H -3.27 0.98 -5.24  C89 1.087
94 C 5.35 -4.24 -8.21  Cl95 1.769, Cl96 1.769, H97 1.087, H98 1.086
95 Cl 6.52 -4.45 -9.52  C94 1.769
96 Cl 6.07 -4.62 -6.64  C94 1.769
97 H 5.00 -3.21 -8.21  C94 1.087
98 H 4.51 -4.91 -8.39  C94 1.086
99 C -4.63 -4.85 7.54  Cl100 1.769, Cl101 1.768, H102 1.087, H103 1.087
100 Cl -3.58 -3.44 7.33  C99 1.769
101 Cl -4.43 -6.00 6.21  C99 1.768
102 H -4.37 -5.34 8.48  C99 1.087
103 H -5.66 -4.52 7.57  C99 1.087
104 C -4.27 -1.90 11.33  Cl105 1.767, Cl106 1.769, H107 1.087, H108 1.087
105 Cl -2.73 -2.51 10.72  C104 1.767
106 Cl -5.61 -2.36 10.26  C104 1.769
107 H -4.45 -2.31 12.32  C104 1.087
108 H -4.23 -0.82 11.38  C104 1.087
109 C 6.54 2.69 -4.14  Cl110 1.770, Cl111 1.774, H112 1.082, H113 1.087
110 Cl 8.01 1.70 -4.16  C109 1.770
111 Cl 5.09 1.67 -4.10  C109 1.774
112 H 6.55 3.31 -3.25  C109 1.082
113 H 6.52 3.31 -5.03  C109 1.087
114 C 7.67 2.98 -8.30  Cl115 1.767, Cl116 1.766, H117 1.087, H118 1.087
115 Cl 8.00 4.51 -7.47  C114 1.767
116 Cl 5.95 2.60 -8.28  C114 1.766
117 H 8.01 3.07 -9.34  C114 1.087
118 H 8.22 2.19 -7.80  C114 1.087
119 C -10.50 -1.90 4.44  Cl120 1.771, Cl121 1.766, H122 1.087, H123 1.087
120 Cl -9.87 -1.47 2.85  C119 1.771
121 Cl -11.29 -0.52 5.21  C119 1.766
122 H -11.23 -2.70 4.32  C119 1.087
123 H -9.68 -2.23 5.07  C119 1.087
124 C -10.12 1.21 8.24  Cl125 1.768, Cl126 1.767, H127 1.087, H128 1.087
125 Cl -9.97 0.22 9.70  C124 1.768
126 Cl -10.49 2.89 8.64  C124 1.767
127 H -9.18 1.18 7.70  C124 1.087
128 H -10.91 0.81 7.62  C124 1.087
129 C 7.46 6.48 -4.48  Cl130 1.765, Cl131 1.771, H132 1.086, H133 1.083
130 Cl 6.92 8.11 -4.90  C129 1.765
131 Cl 6.35 5.71 -3.33  C129 1.771
132 H 7.51 5.88 -5.38  C129 1.086
133 H 8.45 6.54 -4.03  C129 1.083
134 C 10.82 9.07 -5.16  Cl135 1.772, Cl136 1.766, H137 1.087, H138 1.087
135 Cl 9.53 9.11 -6.37  C134 1.772
136 Cl 10.58 7.79 -3.97  C134 1.766
137 H 11.77 8.90 -5.67  C134 1.087
138 H 10.84 10.03 -4.65  C134 1.087
139 C 0.13 -1.58 8.31  Cl140 1.770, Cl141 1.766, H142 1.088, H143 1.087
140 Cl 0.82 -1.18 6.74  C139 1.770
141 Cl -0.72 -0.20 9.01  C139 1.766
142 H -0.58 -2.40 8.19  C139 1.088
143 H 0.93 -1.88 8.98  C139 1.087
144 C 10.44 1.39 -0.18  Cl145 1.766, Cl146 1.768, H147 1.087, H148 1.087
145 Cl 11.50 2.79 -0.33  C144 1.766
146 Cl 10.61 0.29 -1.56  C144 1.768
147 H 10.69 0.85 0.73  C144 1.087
148 H 9.41 1.73 -0.13  C144 1.087
149 C -7.83 3.41 -0.42  Cl150 1.775, Cl151 1.764, H152 1.087, H153 1.087
150 Cl -6.32 2.78 -1.11  C149 1.775
151 Cl -9.22 2.99 -1.43  C149 1.764
152 H -7.97 2.98 0.57  C149 1.087
153 H -7.76 4.49 -0.35  C149 1.087
154 C 10.40 6.26 1.63  Cl155 1.767, Cl156 1.767, H157 1.087, H158 1.087
155 Cl 9.52 7.53 2.48  C154 1.767
156 Cl 9.37 4.86 1.33  C154 1.767
157 H 10.75 6.65 0.67  C154 1.087
158 H 11.25 5.95 2.23  C154 1.087
159 C 1.86 -5.79 -9.59  Cl160 1.769, Cl161 1.766, H162 1.087, H163 1.087
160 Cl 2.20 -4.26 -8.77  C159 1.769
161 Cl 0.13 -6.15 -9.57  C159 1.766
162 H 2.19 -5.71 -10.62  C159 1.087
163 H 2.39 -6.59 -9.08  C159 1.087
164 C 8.17 10.08 -9.61  Cl165 1.767, Cl166 1.768, H167 1.087, H168 1.086
165 Cl 6.82 11.14 -9.21  C164 1.767
166 Cl 7.65 8.73 -10.64  C164 1.768
167 H 8.93 10.65 -10.14  C164 1.087
168 H 8.58 9.67 -8.69  C164 1.086
169 C 0.11 0.64 12.38  Cl170 1.768, Cl171 1.768, H172 1.085, H173 1.087
170 Cl -0.97 0.60 13.78  C169 1.768
171 Cl 1.18 -0.77 12.35  C169 1.768
172 H -0.49 0.64 11.47  C169 1.085
173 H 0.72 1.54 12.43  C169 1.087
174 C -9.70 -3.90 -0.55  Cl175 1.765, Cl176 1.769, H177 1.087, H178 1.087
175 Cl -10.99 -4.29 -1.68  C174 1.765
176 Cl -8.11 -4.04 -1.31  C174 1.769
177 H -9.83 -2.88 -0.20  C174 1.087
178 H -9.74 -4.59 0.29  C174 1.087

Summary:
Gap between HOMO and LUMO in eV: 7.23
HOMO energy in eV: -10.7
E_tot in eV: -647574.072
Charge: +1
LUMO in eV: -3.5
2S+1: 1

Löwdin population analysis, charges in e, atoms 1 to 2: 0.006, -0.172